ORCA calculation (the ωB97M-V functional and the def2-TZVPD basis) on a 4-piece molecular cluster, C24H30N3O8PS overall in a non-equilibrium geometry.

```
67
Properties=species:S:1:pos:R:3:forces:R:3:lowdin_charge:R:1
C 1.541062 3.283995 -3.135706 0.79 0.68 1.22 -0.327
P 1.565722 1.354424 -3.396617 -0.20 -0.42 0.31 0.856
C 1.808199 0.632597 -1.604500 0.51 0.71 0.19 -0.322
C 3.270806 1.041500 -4.239513 1.89 1.26 0.33 -0.428
O 3.578076 -0.379073 -4.469346 0.36 0.88 -1.12 -0.289
C 4.409299 -0.573920 -5.667342 0.65 0.44 -0.87 -0.184
C 5.920807 0.087656 -5.563614 -0.46 0.66 -1.52 -0.198
O 6.921715 -0.787311 -4.928616 -2.11 0.80 1.49 -0.253
C 6.569851 -1.123509 -3.540180 1.20 -2.30 0.61 -0.525
S 6.519707 0.355422 -2.368741 0.37 -0.39 0.42 0.634
H 1.480342 3.510702 -1.968499 0.15 -0.58 -2.43 0.052
H 0.599204 3.794640 -3.616490 2.07 -1.16 0.67 0.041
H 2.570222 3.745373 -3.498183 -2.27 -0.74 0.56 0.050
H 2.701975 1.214862 -1.123122 -1.69 -1.17 -0.61 0.043
H 2.074447 -0.508134 -1.613756 -0.70 2.18 -0.16 0.060
H 0.814868 0.882455 -1.003854 2.32 -0.84 -1.51 0.038
H 4.085748 1.488713 -3.490683 -1.41 -0.86 -1.66 0.074
H 3.363538 1.637460 -5.263690 -0.43 -1.11 2.09 0.111
H 4.574025 -1.721940 -5.935075 -0.65 2.39 1.03 0.150
H 3.836099 -0.079421 -6.589003 1.33 -0.93 1.83 0.134
H 5.914345 1.195123 -5.118112 -0.04 -2.55 -0.59 0.122
H 6.280000 0.227814 -6.693523 -0.62 -0.50 2.51 0.143
H 7.440194 -1.832506 -3.133977 -1.84 1.64 -1.13 0.111
H 5.580770 -1.776319 -3.437387 1.88 1.87 -0.45 0.110
H 7.476431 0.141300 -1.332105 -0.97 -0.32 -1.73 -0.117
C -0.195282 -0.045937 5.227352 0.07 0.04 -0.15 -0.067
C -1.055513 0.320703 4.191148 0.43 -0.06 -0.23 -0.074
C -0.538982 0.850502 3.007128 0.06 -0.04 0.04 0.013
C 0.847300 1.005255 2.869127 -0.36 -0.39 0.80 -0.138
C 1.712658 0.645184 3.910744 -0.03 0.00 -0.04 -0.003
C 1.184157 0.119055 5.091229 -0.28 0.10 -0.33 -0.063
N 1.398166 1.537850 1.617183 0.50 0.42 -0.87 -0.306
O 0.598827 1.862549 0.726491 1.02 -0.09 1.62 0.013
O 2.630469 1.628398 1.520896 -1.79 -0.04 0.05 0.060
H -0.602335 -0.463854 6.146512 0.08 0.13 -0.18 0.107
H -2.129552 0.190476 4.305320 0.36 0.06 -0.13 0.093
H -1.222637 1.131305 2.208930 0.35 -0.04 0.08 0.121
H 2.790193 0.764531 3.818971 -0.31 0.04 -0.18 0.117
H 1.847857 -0.166307 5.904442 -0.10 0.09 -0.21 0.108
C -7.336078 -0.431571 7.154023 0.13 0.05 -0.01 -0.071
C -6.608960 -0.391905 8.344765 0.19 0.13 -0.34 -0.066
C -5.293469 0.075936 8.346208 0.00 0.02 -0.07 0.000
C -4.714896 0.507856 7.144764 -0.95 -0.35 0.02 -0.140
C -5.439986 0.461904 5.946600 0.01 -0.01 0.07 0.001
C -6.753858 -0.010637 5.957178 0.22 0.02 0.34 -0.064
N -3.341048 1.024589 7.144109 1.17 0.47 0.17 -0.308
O -2.726085 1.031439 8.220899 -0.85 -0.02 -1.65 0.066
O -2.876372 1.428098 6.068331 -0.73 -0.46 1.69 0.041
H -8.363384 -0.791881 7.158862 0.22 0.07 0.00 0.109
H -7.069132 -0.723087 9.273266 0.16 0.08 -0.18 0.109
H -4.740199 0.100623 9.282498 0.03 0.09 -0.35 0.119
H -5.001638 0.789338 5.006182 0.05 -0.02 0.35 0.119
H -7.326043 -0.047371 5.032785 0.18 0.03 0.17 0.110
C -1.543623 -2.012674 -5.931843 -0.04 0.00 0.19 -0.074
C -2.724711 -2.686459 -5.616902 0.17 0.18 0.32 -0.074
C -3.195441 -2.696636 -4.302482 0.02 0.03 0.00 -0.007
C -2.474550 -2.021838 -3.307629 0.36 0.01 -0.98 -0.142
C -1.284485 -1.351100 -3.619592 -0.08 -0.05 0.01 -0.002
C -0.822187 -1.350320 -4.937147 -0.32 -0.22 0.01 -0.070
N -2.977597 -2.007400 -1.928786 -0.42 0.02 1.23 -0.328
O -4.023904 -2.628329 -1.689221 1.49 0.90 -0.28 0.054
O -2.329949 -1.372056 -1.084433 -0.97 -0.93 -1.16 0.056
H -1.183534 -2.002800 -6.959189 -0.07 -0.01 0.21 0.106
H -3.280605 -3.201626 -6.397376 0.08 0.09 0.21 0.106
H -4.117579 -3.226246 -4.073291 0.26 0.21 0.15 0.116
H -0.712440 -0.827518 -2.856458 -0.25 -0.14 -0.09 0.091
H 0.098973 -0.829944 -5.189963 -0.19 -0.05 0.20 0.079
```
Positions in Å, forces in eV/Å.

## Properties
- Structure (SMILES): O=[N+]([O-])c1ccccc1.O=[N+]([O-])c1ccccc1.O=[N+]([O-])c1ccccc1.CP(C)COCCOCS
- Spin multiplicity: 1


ORCA calculation (the ωB97M-V functional and the def2-TZVPD basis) on a single C4H8 molecule in a non-equilibrium geometry.

```
12
Properties=species:S:1:pos:R:3:forces:R:3:lowdin_charge:R:1
C -0.964768 -0.085839 -1.042405 0.68 -0.54 -1.03 -0.085
C 0.252961 -0.027562 -0.070951 0.12 1.17 -2.25 -0.406
C -0.180367 0.178739 1.342284 0.10 -1.66 1.29 -0.100
C 1.555641 0.000610 -0.483108 -2.76 -1.57 -1.95 0.013
H -1.064181 -1.037489 -1.679620 0.69 1.58 0.53 0.096
H -1.816688 -0.157127 -0.421710 -1.10 0.00 0.67 0.021
H -1.133593 0.869334 -1.638675 0.60 -1.33 0.48 0.096
H -1.238389 0.387516 1.619216 0.60 -0.36 -0.90 0.086
H 0.134636 -0.758677 1.861038 -0.59 0.47 0.01 0.095
H 0.370189 0.918021 1.853894 0.90 1.10 0.40 0.053
H 1.773540 -0.302824 -1.598000 -0.19 0.93 2.43 0.098
H 2.311019 0.015298 0.258037 0.94 0.20 0.33 0.032
```
Positions in Å, forces in eV/Å.

## Properties
- Structure (SMILES): C=C(C)C
- Spin multiplicity: 1
- ΔE to the lowest compared entry with this formula, charge and spin: 84.9 kJ/mol


| no. | frontier orbital gap (eV) | HOMO (eV) |
| --- | --- | --- |
| 1 | 7.1 | -8.01 |
| 2 | 10.2 | -9.10 |